Molecular formula: C23H29N4O6PSW
Method: DFT, wB97M-V/def2-TZVPD

Structure (XYZ):
```
65
C23H29N4O6PSW (wB97M-V/def2-TZVPD)
H -3.7616 -3.3717 0.5033
C -2.8207 -3.4503 1.0476
C -2.9704 -0.3991 -1.2093
C 2.6593 2.7305 0.1766
H 0.6052 3.0244 3.9808
H -2.2112 -4.0469 -3.2535
C -3.8435 0.2750 -0.1511
C -0.9822 3.6757 -0.8461
C 2.8472 1.3562 0.1118
H 2.2916 0.5646 3.3642
H 1.8824 4.2341 3.8484
H 2.1869 2.7064 4.6843
C 2.3647 1.1701 2.4685
O -1.6678 5.8526 -1.2794
H -3.2801 0.8499 0.5852
H -2.2436 -4.2663 0.6154
H -0.4291 -3.2740 -1.5486
C -2.4504 -3.6021 -2.2887
W 0.4846 -0.2387 -0.0169
C 2.4416 -4.2670 0.2781
C 2.7118 0.5612 1.2658
H 0.8700 -3.4961 1.5370
H -2.5172 0.3294 -1.8859
C 2.1169 2.5367 2.5450
N 0.1371 2.2493 -2.1053
N -0.0784 1.6250 -0.9417
H -3.5780 -1.0543 -1.8359
O 2.8624 1.5318 -2.4664
H -4.4431 -0.4546 0.3924
H 3.9670 -4.7177 -1.1704
C -1.6445 4.9700 -0.4756
C 2.2960 3.3022 1.3873
C 1.6798 3.1651 3.8367
C -1.0362 1.9771 1.1941
C 1.5357 -3.3279 0.7014
H -1.1221 -2.2376 1.6203
C -0.7571 2.4845 -0.1726
H -0.3060 4.1547 -2.9256
H -3.0549 -3.7167 2.0772
H -1.9545 4.3104 1.3129
N 1.9675 -0.5424 -1.4356
H -4.5329 0.9599 -0.6424
S 3.1968 0.5863 -1.4446
H 2.5147 -5.2117 0.7974
O -2.0886 5.1088 0.7714
O -0.4855 0.7502 1.3566
H 0.7931 1.8503 -2.7739
O 4.4480 -0.0909 -1.4288
H 3.0785 -0.4598 1.2767
C 3.1608 -2.7652 -1.4802
H -0.9517 -2.0940 -2.7249
H -2.6035 -4.4104 -1.5797
C -0.3868 3.4781 -2.0888
N 1.4594 -2.1350 0.0807
P -1.6089 -1.4338 -0.5897
C -1.2933 -2.6878 -1.8697
C 3.2542 -3.9806 -0.8237
H 2.7847 3.3375 -0.7108
C -2.0439 -2.1330 1.0393
H 2.1531 4.3756 1.4388
H -3.3946 -3.0726 -2.4089
H -2.5991 -1.3372 1.5418
O -1.6457 2.5552 2.0417
C 2.2596 -1.8510 -0.9737
H 3.7767 -2.5124 -2.3306
```

Properties
ΔE to the lowest compared entry with this formula, charge and spin, eV: 0.602
Frontier orbital gap (alpha / beta), eV: 6.9630 / 7.4616
Molar mass, g mol⁻¹: 704.388
Electronic energy, eV: -64502.985
⟨S²⟩: 2.015
F_max, eV/Å: 0.595
Total charge: +2
Spin multiplicity: 3


Molecular formula: C54H48IOPSn
Method: DFT, wB97M-V/def2-TZVPD

Structure (XYZ):
```
106
C54H48IOPSn (wB97M-V/def2-TZVPD)
H 1.1354 -7.5453 2.3129
C -2.4542 -2.5100 -2.4002
H 3.0005 -1.2392 -4.8540
C -2.9853 -2.4023 -3.6505
C 1.5467 5.3305 1.9570
H 4.2179 -2.6489 -2.2225
C 0.5730 -6.6229 2.4085
C 1.2810 4.3384 2.9312
C 3.1420 -1.6540 2.0182
H 0.1039 -6.9020 4.4695
H -4.9784 -0.9946 2.3575
H -3.1788 -1.2192 -5.4817
C 3.7299 -0.5452 -0.4632
H -0.2318 2.7065 -4.4383
H 3.4706 -2.9327 3.7310
C -1.9646 -0.2579 -3.9782
C -1.4036 -0.3155 -2.7084
C -2.6278 4.3468 -1.9019
O -1.1825 -2.7182 0.1675
C -2.0419 0.6944 1.0584
Sn 0.0613 0.1598 0.6011
C 4.0701 1.7287 0.5608
I -1.8173 -2.4125 3.0314
H 3.4808 0.3188 2.7855
C 3.7899 0.2525 0.6702
C 3.6649 0.7129 -4.2551
H -6.3668 1.7789 0.2865
H 1.8759 5.5571 4.6130
H -2.1456 2.6939 -0.6089
C -4.6956 0.9359 1.3964
H -5.0725 -1.0454 0.5985
C 0.7822 3.0712 2.5054
C -0.8568 -1.5750 -0.6902
C -1.1285 2.5526 -2.4918
H 3.7618 2.1056 -0.4149
C -1.9910 3.1575 -1.5781
C 1.5233 -0.2250 -3.6785
C 0.7442 2.3637 4.8468
C 3.3958 -1.8957 -0.3783
H 0.1405 1.1408 3.2155
H 0.6789 3.6362 -0.8208
C -0.8393 -4.2237 2.6122
H 3.1328 -3.7774 -1.3860
C 3.3040 -2.7290 -1.6272
C -0.2998 -4.5812 1.3386
C 1.4980 4.5834 4.3123
H -6.4279 -0.3711 1.5371
H -1.3731 4.8162 -5.0124
H 5.1364 1.9444 0.6865
C -5.3371 -0.4565 1.4778
C 0.0083 -6.2671 3.5965
H 2.5661 -1.4512 4.0807
H 2.4694 -2.3888 -2.2439
H -4.5845 2.7266 2.6197
H -3.2849 4.8130 -1.1771
H 1.4115 3.8274 6.3019
C 0.4468 -5.7964 1.2653
C 2.7209 -2.2377 3.3408
H 1.8834 2.8592 -2.3353
C -1.5499 4.3520 -4.0487
P -0.3851 0.9531 -2.0177
C -2.7339 -1.2883 -4.4972
H 1.6345 -7.1101 0.0343
C -0.6903 -5.0506 3.6980
C -1.5438 -1.5039 -1.8631
C 1.1879 0.9243 -2.9637
H -2.9061 5.8785 -3.3828
H -1.1019 -4.7488 4.6516
C 1.3201 5.0456 0.6394
C -3.2431 0.7976 1.2140
C -4.9938 1.7168 2.6827
C 1.0726 -6.1832 0.0565
C 0.5429 2.7474 1.1224
H 3.9004 -0.0990 -1.4409
H 1.7821 -2.7869 3.2344
C -5.2791 1.6891 0.1914
H 1.4484 -5.6790 -1.9780
C 2.7536 -0.3319 -4.3145
H 0.1267 -3.5702 -1.8924
C 0.5236 2.1073 3.5207
H -4.8494 2.6905 0.1223
C 2.1157 1.9656 -2.9018
C 0.8320 3.7764 0.2469
H -2.6946 -3.3649 -1.7776
C 3.3386 1.8645 -3.5483
C 3.0995 -2.4354 0.8648
H 1.9206 6.3008 2.2715
H 4.0462 2.6835 -3.4862
C 1.2402 3.6233 5.2501
H -3.6448 -3.1922 -4.0037
C -0.4254 -3.7997 0.1323
H -4.5379 1.2228 3.5422
H 0.5362 1.6017 5.5899
C -0.9130 3.1607 -3.7279
H 0.7985 -1.0305 -3.7317
H 3.5149 2.2854 1.3175
H 2.7731 -3.4708 0.9297
H 1.5158 5.8019 -0.1179
C 0.9638 -5.3884 -1.0520
H 4.6267 0.6291 -4.7477
C -2.4102 4.9467 -3.1351
C 3.5104 -0.3212 1.9082
H -1.8075 0.6351 -4.5793
H -5.0456 1.1604 -0.7342
H -6.0752 1.7833 2.8468
C 0.2266 -4.2008 -1.0200
```

Properties
ΔE to the lowest compared entry with this formula, charge and spin, eV: 0.283
Frontier orbital gap, eV: 4.0831
Molar mass, g mol⁻¹: 989.566
Electronic energy, eV: -82042.820
F_max, eV/Å: 0.284
Total charge: -2


Molecular formula: C4H8N2S
Method: DFT, wB97M-V/def2-TZVPD

Structure (XYZ):
```
15
C4H8N2S (wB97M-V/def2-TZVPD)
N -1.3367 1.7947 -0.6814
H 1.8378 0.6099 -0.4394
C -0.7731 -0.3419 0.5807
C 0.5766 -0.9495 0.5991
H 0.7987 0.5871 2.6736
S -0.6653 0.6713 2.3230
H 0.4412 -1.9195 1.1931
C -0.9622 0.6212 -0.5562
H -0.0171 -1.1662 -1.9404
H -1.5862 -0.9336 0.7129
H 2.7011 -0.8647 -0.1253
H -0.6389 0.1868 -2.7656
N -0.7237 -0.1156 -1.7761
H -1.3255 2.3028 0.2553
C 1.6733 -0.4828 -0.0534
```

Properties
ΔE to the lowest compared entry with this formula, charge and spin, eV: 4.437
Frontier orbital gap, eV: 9.4335
Molar mass, g mol⁻¹: 116.189
Electronic energy, eV: -18089.305
F_max, eV/Å: 6.238


Molecular formula: H16O8
Method: DFT, wB97M-V/def2-TZVPD

Structure (XYZ):
```
24
H16O8 (wB97M-V/def2-TZVPD)
O -0.8546 0.1996 3.3531
O 2.0150 -0.1023 -1.1430
O -0.6227 0.0379 -2.8701
H 1.1849 -3.9631 0.1706
O 1.1524 -1.1147 2.1184
H -1.4372 0.8325 3.7340
O -2.1973 2.3097 -2.1668
H 0.2680 0.3546 -2.9337
H 2.6961 -0.6269 -0.8152
O 0.5355 2.5789 -0.8917
O -0.7410 -0.2233 -0.0342
H -1.9401 1.3940 -2.1186
H 1.8431 -0.5232 1.9131
H -0.5837 -0.2945 -2.0115
H -0.5717 -0.1617 4.2450
H -0.2528 -0.8170 0.5623
H 0.6165 -0.7457 2.7645
H 0.7959 -2.5973 0.6787
H -2.6553 2.4264 -3.0313
H -0.3357 2.9891 -0.8448
H -1.5251 -0.0938 0.5377
H 1.3042 -0.6319 -0.7545
O 0.8864 -3.0740 -0.1101
H 0.4193 1.8465 -0.3519
```

Properties
ΔE to the lowest compared entry with this formula, charge and spin, eV: 2.641
Frontier orbital gap, eV: 10.0062
Molar mass, g mol⁻¹: 144.120
Electronic energy, eV: -16639.370
Structure (SMILES): O.O.O.O.O.O.O.O
F_max, eV/Å: 3.361


Molecular formula: C65H140F6N8O4S2
Method: DFT, wB97M-V/def2-TZVPD

Structure (XYZ):
```
225
C65H140F6N8O4S2 (wB97M-V/def2-TZVPD)
C 4.1859 -5.7541 -0.2238
H -1.1700 1.8401 2.4010
C -8.6319 2.8322 4.7655
F -1.1762 1.9727 -4.1121
C 5.3706 1.1189 -2.8484
H -5.0429 -5.5491 2.8490
H 4.5591 1.6258 0.4207
H -2.0448 0.1244 3.8322
H 2.6549 2.8779 8.8662
H 5.0077 -6.3609 1.7690
C -0.5221 -4.4377 2.1317
C -2.0092 2.0251 3.0716
H -3.3887 -1.4147 -4.0830
C -0.3457 6.1176 -0.0807
C -4.1771 -4.8495 4.5823
H -0.9373 -0.9433 -4.0982
H 1.8605 2.1195 6.6577
H -5.0201 3.9832 2.6013
H -2.1952 -4.1177 -0.4390
H 5.4811 3.3183 -2.6482
H -5.8177 9.7189 -0.4901
H 4.5020 2.0887 -4.4520
C -1.8656 -5.0333 0.0521
H 2.6158 -3.2645 3.6023
C 2.7308 1.5927 7.0491
H 3.8852 -3.3056 -3.7420
H 3.8441 1.4697 4.6182
H 6.8450 -6.0391 -4.6435
H -1.5777 2.4761 3.9652
H 4.4750 -6.6593 -0.7578
H -6.5915 0.9058 4.3150
H -4.2599 -6.8427 5.4870
H -4.6587 1.3122 1.3169
H -2.8519 -5.2222 -6.9883
H 7.4618 -3.7959 -5.3744
F 1.6018 -2.6546 0.2632
H 3.3053 -6.6691 1.6633
H -1.7787 -2.8128 -2.7069
C -5.5736 1.4162 1.9002
H 1.8793 1.3650 9.0849
H 3.1157 -2.2442 5.5978
H -2.3508 -4.3275 -3.4048
H -0.6596 7.4719 -3.2462
H 5.4900 -6.3424 -2.6685
C 6.2731 -2.9338 -2.2979
H -3.9107 -5.4328 0.3237
C 3.7868 1.5403 -0.3437
C -2.6327 5.6870 -1.0173
C -2.7827 0.7066 3.2802
N -3.0725 -4.7080 2.2035
C 2.8862 2.8391 -2.4713
C 1.2678 -1.9771 -0.8487
H 5.5130 -4.9330 -4.8047
H 1.0085 6.7155 -1.5487
H -2.6469 -2.6473 1.7224
O -2.2636 1.4058 -0.4890
C -6.2743 1.9486 4.3131
H -8.3401 3.4147 5.6394
H 3.9161 -5.0599 1.8228
C 5.1628 -4.5845 -0.5790
H 0.4481 -4.6202 2.5937
F -2.6141 3.0112 -2.9065
C 6.5854 -2.6581 -3.7646
C -0.0159 6.9565 -1.2649
H 1.6778 -0.3411 7.1012
N -2.3628 6.6922 -2.1937
C -0.9304 -1.5512 -5.0030
H 0.0279 -5.9116 0.5094
H -2.9382 8.7117 -2.5896
N -1.9581 -2.6874 -4.8600
H -2.4827 4.1135 2.6136
C 2.5592 0.1108 6.6461
H -2.2371 6.9100 0.6339
H -1.7220 -4.0893 3.7136
H 3.2315 5.6220 -1.7839
H -0.6344 -3.8256 -3.6655
H -4.7244 -3.9528 4.2918
H -4.3015 -3.2764 1.2033
H 3.0537 3.7098 -3.1054
H 5.0585 6.0718 0.6206
H 1.9220 3.0355 -2.0024
H -5.3714 -2.5730 -4.6248
H 7.1949 -3.0898 -1.7375
N 2.5172 -0.2180 5.0946
H -9.4305 3.3943 4.2814
H -0.5109 5.7715 -2.9802
H -7.7645 2.6517 2.9026
H 6.9215 -5.4681 -2.2546
H 4.8213 3.9013 0.1876
C 3.9541 -1.7118 2.9810
H 1.6563 -1.9212 2.9922
H -8.9334 1.7869 4.8331
C 5.3744 2.4528 -1.9943
C -1.8154 5.9935 0.2212
H 0.1945 6.5581 0.7573
H 0.4723 -2.7497 -6.2725
C 1.5973 -1.0908 -5.5442
H -3.2466 -4.5559 5.0683
C -4.4987 -3.2222 -4.6969
H -1.7712 -5.7391 -0.7732
H -4.8324 -5.6230 6.5489
C -3.4164 -2.1761 -4.8625
C -4.8215 -5.9086 5.4971
O -1.3375 -1.5573 0.1446
H 1.9902 -0.6510 -4.6276
C 3.9862 -0.1967 3.0422
H 4.6478 -0.0422 5.1131
C -1.6659 -3.4923 -3.5516
H -6.0811 0.4771 2.1204
H 3.5439 6.6810 0.3522
H -3.0143 3.0118 1.4364
H 0.0436 8.0269 -1.0677
H 4.7723 -3.6091 -0.2889
O 0.4107 0.1831 0.5663
H -4.2202 6.1262 -3.2039
H 1.3962 -1.9249 5.3829
H 1.4346 1.5236 4.4445
H -3.8602 1.3148 4.9371
C 0.5411 -2.1506 -5.3645
H 6.2287 1.1409 -3.5201
H 4.2980 0.3154 -4.4687
H -0.4415 -3.3526 2.0685
H 4.8700 5.2837 -2.1048
H 2.1318 1.7337 -4.1258
H -2.1483 8.4667 -1.1297
H 5.7212 -2.1035 -1.8573
C -0.8575 6.6921 -2.5107
H -1.6212 -5.7843 3.4549
C -4.3625 8.1611 -1.1295
F -2.9906 0.8754 -3.3724
H -3.6063 -6.5046 3.2721
N -0.5350 -0.2854 -1.7333
H -5.9032 2.1696 5.3139
N -5.0565 1.8979 3.2892
C 2.3850 -1.7462 4.9604
C -2.9981 -4.7255 -6.0291
H -3.6640 -1.7015 -5.8121
H -4.8467 -3.6824 -6.6693
H 4.7597 -2.1760 3.5499
H -2.7487 -5.5742 -5.3922
H -3.0490 6.8946 -4.2085
H 6.1128 2.4124 -1.1935
H 0.0271 5.1117 -0.2741
H 1.2189 0.2035 3.3490
H 3.9218 -1.9769 1.9242
H 7.2081 -1.7810 -3.9407
C -2.9477 8.0371 -1.7335
F 2.2868 -1.2918 -1.2366
H -2.8479 0.3424 2.2550
H 5.4456 0.2174 -2.2403
C -4.7769 9.6041 -0.7928
H -4.6887 10.3153 -1.6142
C -4.4736 -4.2350 -5.8071
H 3.6597 1.3294 9.0075
H -0.9625 -4.2448 -6.0359
H -4.4563 -3.6148 -3.6810
H -4.5287 7.4907 -0.2862
H 4.8949 7.3509 -0.5544
C -7.4059 2.8825 3.9057
H 3.0831 4.0631 0.0810
C 3.9011 -3.8270 -2.7850
H -2.7993 -6.5793 1.2041
H 4.9493 0.1710 2.6882
C 3.9992 4.0626 -0.5097
H -3.7021 5.5731 -0.8397
H -3.8775 -2.7368 2.9070
H 3.2528 -3.3871 -2.0271
H 3.7132 0.5612 -0.8170
C 3.8253 0.3829 4.5377
H 0.3556 0.2196 4.9377
H -4.1904 9.8985 0.0775
C -4.0149 -5.4961 3.2074
H -5.8234 -6.0588 5.0949
H 3.5327 -4.8525 -2.8133
C -1.7622 -4.8417 2.9259
H -2.8146 5.2257 -3.7669
H 8.2274 -4.0882 -3.8086
C -3.1468 6.1900 -3.3825
H -2.3312 4.7216 -1.4238
C 5.9840 -5.3802 -2.8035
C -2.0622 1.8019 -3.1035
C -0.4667 -4.9502 0.6483
H 0.1462 -4.2880 0.0368
H -5.2262 -5.0187 -5.7203
C 7.2789 -3.8784 -4.3030
S -1.1566 1.3110 -1.4450
H 2.4583 0.6887 -2.7903
H -7.0419 3.9016 3.7751
C -3.5433 -3.2098 1.9836
H 3.3943 -0.4936 7.0002
C -4.3850 3.2965 3.1610
H -5.1559 7.8359 -1.8024
C 1.2825 0.4448 4.4101
N 3.9861 2.7387 -1.3280
C -4.1249 0.8854 3.9708
O -0.1313 2.3737 -1.3339
F 0.9482 -2.9301 -1.7746
C -2.9516 3.1342 2.5177
C 2.8290 1.5764 -3.3028
H 6.1702 -4.7642 -0.2038
H 3.6298 2.0882 6.6827
H -4.3707 3.7735 4.1410
H 1.2106 -0.2561 -6.1289
H 2.4044 -1.5524 -6.1132
C 2.5715 -2.1781 3.5256
C 4.1964 1.2199 -3.8691
H -1.9352 -3.0045 -6.9870
H -2.0240 5.2341 0.9747
H 0.9189 -2.8504 -4.6191
C -3.0086 -5.5467 0.9248
C 4.0893 -6.0027 1.3039
H -1.3382 -0.8935 -5.7707
N 5.3011 -4.1555 -2.1059
C 6.4131 -5.1312 -4.2226
C 4.4425 6.4218 -0.2077
H 3.2004 -5.4471 -0.5741
C 4.1634 5.3676 -1.2790
C 2.7609 1.8187 8.6321
H 2.7555 1.6326 -0.0033
S -0.2507 -0.7479 -0.3926
C -1.8678 -3.6418 -6.1052
H 5.7059 -2.4198 -4.3628
H -4.6625 -0.0351 4.1983
H -6.1482 2.2148 1.4310
H 3.3438 0.3375 2.3422
```

Properties
ΔE to the lowest compared entry with this formula, charge and spin, eV: 4.625
Frontier orbital gap, eV: 10.8870
Molar mass, g mol⁻¹: 1276.009
Electronic energy, eV: -127699.281
F_max, eV/Å: 9.305
Total charge: +6


Molecular formula: C2H2BrO3P
Method: DFT, wB97M-V/def2-TZVPD

Structure (XYZ):
```
9
C2H2BrO3P (wB97M-V/def2-TZVPD)
H 0.8799 0.2391 -1.0614
Br 3.5005 0.0632 -0.0475
P -2.4021 0.2109 -0.0489
H -0.1025 1.4255 -0.0276
C 1.6334 0.9709 0.7451
C 0.7295 0.7401 -0.1834
O -2.5565 -0.4066 -1.4165
O -2.9267 1.5691 0.2774
O -2.1054 -0.6643 1.1261
```

Properties
ΔE to the lowest compared entry with this formula, charge and spin, eV: 0.111
Frontier orbital gap, eV: 6.7361
Molar mass, g mol⁻¹: 184.913
Electronic energy, eV: -87580.368
F_max, eV/Å: 2.508
Total charge: -2


Molecular formula: C3H2FO2
Method: DFT, wB97M-V/def2-TZVPD

Structure (XYZ):
```
8
C3H2FO2 (wB97M-V/def2-TZVPD)
O 2.6625 0.8619 0.1282
O -1.3671 1.3682 -0.1401
C -1.8209 -0.9726 -0.3067
F -1.5772 -2.2901 0.0495
C 1.5164 0.4991 0.1944
H 0.6895 0.8457 -0.3865
H 1.3112 -0.4845 0.4976
C -1.4144 0.1723 -0.0362
```

Properties
ΔE to the lowest compared entry with this formula, charge and spin, eV: 4.091
Frontier orbital gap, eV: 6.7830
Molar mass, g mol⁻¹: 89.045
Electronic energy, eV: -9952.831
F_max, eV/Å: 2.752
Total charge: -1